Record 1
88
Properties=species:S:1:pos:R:3 method="wB97M-V/def2-TZVPD" charge=+1 orbital_gap_ev=5.7 largest_force_ev_per_a=1.70 homo_energy_ev=-9.83 e_above_lowest_kj_mol=75.3 energy_ha=-2392.0771
C -7.034 2.420 -4.410
C -7.318 2.503 -3.041
C -6.686 1.638 -2.149
C -5.781 0.678 -2.632
N -5.269 -0.286 -1.711
C -5.879 -1.571 -1.659
C -5.504 -2.550 -2.589
C -6.132 -3.796 -2.563
C -7.107 -4.069 -1.595
C -7.481 -3.083 -0.673
C -6.874 -1.826 -0.711
C -4.032 -0.094 -1.072
C -3.909 -0.211 0.329
C -2.711 0.094 0.946
C -1.526 0.286 0.177
C -0.273 0.417 0.819
C 0.960 0.130 0.181
C 2.119 0.911 0.458
C 3.289 0.715 -0.249
C 3.410 -0.394 -1.117
N 4.603 -0.674 -1.758
C 4.891 -1.961 -2.297
C 4.861 -2.145 -3.684
C 5.156 -3.404 -4.216
C 5.589 -4.434 -3.372
C 5.712 -4.216 -1.994
C 5.323 -2.991 -1.445
C 5.529 0.363 -2.041
C 6.664 0.494 -1.234
C 7.597 1.490 -1.529
C 7.414 2.305 -2.653
C 6.307 2.123 -3.490
C 5.345 1.159 -3.178
C 2.293 -1.220 -1.361
C 1.079 -0.936 -0.768
C -1.659 0.328 -1.250
C -2.899 0.192 -1.847
C -5.488 0.596 -3.996
C -6.121 1.472 -4.886
H -7.535 3.096 -5.107
H -8.040 3.230 -2.663
H -6.902 1.659 -1.078
H -4.724 -2.319 -3.323
H -5.855 -4.556 -3.296
H -7.570 -5.057 -1.551
H -8.243 -3.286 0.080
H -7.150 -1.029 -0.014
H -4.780 -0.500 0.920
H -2.630 0.147 2.035
H -0.271 0.755 1.852
H 2.042 1.709 1.200
H 4.128 1.400 -0.122
H 4.605 -1.299 -4.329
H 5.064 -3.567 -5.291
H 5.843 -5.410 -3.792
H 6.112 -4.995 -1.340
H 5.387 -2.799 -0.369
H 6.786 -0.187 -0.386
H 8.460 1.620 -0.874
H 8.137 3.092 -2.873
H 6.178 2.730 -4.387
H 4.464 0.994 -3.808
H 2.402 -2.053 -2.058
H 0.206 -1.546 -1.017
H -0.782 0.477 -1.884
H -3.023 0.256 -2.929
H -4.786 -0.161 -4.357
H -5.909 1.402 -5.955
C 2.618 2.304 8.581
C 1.375 2.161 7.949
C 1.383 1.855 6.595
C 2.563 1.691 5.847
C 3.793 1.850 6.477
C 3.804 2.154 7.849
S 2.215 1.281 4.170
C 0.487 1.344 4.471
N -0.597 1.170 3.781
C -1.740 1.386 4.695
C -1.157 1.708 6.071
N 0.270 1.662 5.794
H 2.645 2.531 9.644
H 0.418 2.272 8.464
H 4.715 1.740 5.908
H 4.755 2.278 8.365
H -2.353 2.219 4.333
H -2.353 0.478 4.738
H -1.469 2.696 6.424
H -1.445 0.962 6.819



Record 2
12
Properties=species:S:1:pos:R:3 method="wB97M-V/def2-TZVPD" charge=+1 orbital_gap_ev=10.5 largest_force_ev_per_a=1.31 homo_energy_ev=-14.23 e_above_lowest_kj_mol=28.6 energy_ha=-210.7422
N 0.399 -0.381 2.600
H -0.100 -1.160 3.010
H 0.492 0.407 3.228
H 1.326 -0.732 2.350
H -0.035 -0.037 1.734
O -0.228 0.396 -0.019
C -0.358 0.756 -1.174
C -0.242 -0.126 -2.363
H -0.511 1.852 -1.292
H 0.378 -0.968 -2.104
H 0.135 0.368 -3.258
H -1.255 -0.376 -2.712



Record 3
138
Properties=species:S:1:pos:R:3 method="wB97M-V/def2-TZVPD" charge=+1 orbital_gap_ev=7.1 largest_force_ev_per_a=9.07 homo_energy_ev=-11.02 energy_ha=-7807.1572
C 0.337 2.902 0.042
C -1.049 3.454 -0.419
C -1.735 2.263 -1.162
Br -2.876 2.855 -2.651
N -2.437 1.429 -0.197
C -3.560 1.781 0.434
C -4.433 2.990 0.356
C -5.799 2.795 0.453
C -6.736 3.825 0.439
C -6.184 5.104 0.275
C -4.801 5.183 0.152
N -3.917 4.208 0.201
N -3.964 0.834 1.293
C -3.022 -0.138 1.155
N -3.070 -1.246 1.886
I -4.673 -1.434 3.169
C -2.120 -2.356 1.905
C -2.476 -3.500 0.905
C -1.252 -4.154 0.201
C -0.013 -4.369 1.109
C 1.138 -3.347 0.931
O 1.341 -2.985 -0.452
C 2.437 -2.166 -0.598
C 2.297 -0.761 -1.168
O 3.543 -2.557 -0.314
N -2.086 0.165 0.233
C -0.931 -0.520 -0.306
H 0.836 3.581 0.743
H 0.097 2.001 0.635
H 0.976 2.619 -0.805
H -1.578 3.677 0.510
H -0.925 4.328 -1.061
H -0.908 1.740 -1.648
H -6.164 1.775 0.584
H -7.802 3.656 0.546
H -6.827 5.981 0.243
H -4.393 6.187 -0.008
H -2.185 -2.799 2.907
H -1.077 -2.023 1.817
H -3.251 -3.172 0.196
H -2.953 -4.301 1.492
H -1.050 -3.597 -0.724
H -1.584 -5.154 -0.113
H 0.415 -5.354 0.896
H -0.311 -4.350 2.168
H 2.061 -3.844 1.266
H 1.024 -2.444 1.553
H 1.517 -0.665 -1.936
H 3.235 -0.425 -1.621
H 2.071 -0.033 -0.373
H -0.757 -0.290 -1.365
H -0.033 -0.163 0.219
H -0.977 -1.606 -0.234
C -1.475 7.752 -9.216
O -2.081 6.842 -8.299
P -1.185 6.289 -7.014
O 0.196 6.603 -7.477
O -1.584 4.732 -7.329
C -2.742 4.361 -8.084
O -0.781 5.906 -5.439
C -1.659 5.091 -4.654
H -2.268 8.173 -9.833
H -0.968 8.563 -8.697
H -0.775 7.215 -9.854
H -2.500 4.352 -9.146
H -3.582 5.027 -7.900
H -3.029 3.352 -7.787
H -1.496 4.041 -4.893
H -2.704 5.356 -4.822
H -1.420 5.246 -3.603
C 3.088 5.007 5.818
O 4.178 4.914 4.914
P 3.912 4.327 3.361
O 2.617 3.625 3.687
O 5.163 3.288 3.585
C 6.275 3.570 4.444
O 3.796 3.804 1.758
C 4.979 3.716 0.946
H 3.412 5.616 6.663
H 2.225 5.483 5.356
H 2.826 4.013 6.176
H 6.040 3.260 5.461
H 6.548 4.622 4.428
H 7.127 2.987 4.093
H 5.501 2.783 1.155
H 5.643 4.562 1.115
H 4.673 3.713 -0.100
C 6.607 -0.206 -6.391
O 6.032 -1.153 -5.494
P 6.963 -1.731 -4.239
O 8.328 -1.376 -4.719
O 6.585 -3.284 -4.598
C 5.424 -3.654 -5.344
O 7.394 -2.150 -2.686
C 6.534 -3.004 -1.913
H 5.797 0.220 -6.983
H 7.109 0.596 -5.856
H 7.304 -0.711 -7.057
H 5.647 -3.625 -6.410
H 4.574 -3.011 -5.125
H 5.162 -4.677 -5.074
H 6.708 -4.044 -2.183
H 5.486 -2.747 -2.062
H 6.781 -2.875 -0.861
C -3.551 1.867 8.680
O -2.637 2.275 7.664
P -2.334 1.242 6.400
O -2.810 -0.051 6.970
O -0.716 1.394 6.575
C -0.099 2.509 7.228
O -2.149 0.702 4.829
C -1.268 1.414 3.946
H -3.793 2.747 9.276
H -4.470 1.470 8.255
H -3.078 1.125 9.320
H -0.041 2.319 8.299
H -0.632 3.438 7.042
H 0.914 2.607 6.838
H -0.238 1.104 4.119
H -1.357 2.493 4.075
H -1.537 1.160 2.919
C -0.022 -9.011 1.922
O -0.979 -9.790 1.213
P -2.223 -9.018 0.422
O -2.192 -7.685 1.098
O -3.322 -10.012 1.112
C -2.995 -11.309 1.629
O -3.315 -8.606 -0.767
C -4.064 -9.635 -1.434
H 0.818 -9.662 2.163
H 0.342 -8.181 1.320
H -0.462 -8.644 2.848
H -2.660 -11.218 2.661
H -2.235 -11.807 1.032
H -3.900 -11.915 1.612
H -4.919 -9.922 -0.825
H -3.445 -10.507 -1.643
H -4.431 -9.229 -2.376